{
  "formula": "CCaNO4S2",
  "method": "the ωB97M-V functional and the def2-TZVPD basis",
  "charge": 1,
  "total_energy_ha": -1867.65720,
  "e_homo_ha": -0.455,
  "symbols": ["Ca", "N", "S", "O", "S", "O", "O", "C", "O"],
  "coordinates": [[-0.027, -1.295, 0.855], [2.279, 1.192, 0.128], [2.586, -0.142, -0.644], [1.597, -1.294, -0.303], [1.202, 1.689, 1.161], [0.100, 0.620, 1.453], [-1.800, -0.969, -0.395], [-2.581, -0.224, -0.853], [-3.355, 0.423, -1.400]],
  "atomic_forces_ev_per_a": [[-1.02, -2.19, 1.44], [-0.55, -0.65, 0.23], [0.08, 0.22, 0.10], [1.68, 0.71, -1.04], [0.01, -0.08, -0.24], [0.84, 1.78, 0.23], [-0.66, 0.25, -0.15], [-0.99, 0.17, -1.32], [0.61, -0.21, 0.75]],
  "nbo_charge": [1.8382, -0.8899, 1.1685, -1.1407, 1.1519, -1.1460, -0.6889, 1.0890, -0.3821]
}



{
  "formula": "CCl2F2",
  "method": "the ωB97M-V functional and the def2-TZVPD basis",
  "charge": 0,
  "total_energy_ha": -1158.09555,
  "e_homo_ha": [-0.393, -0.393],
  "symbols": ["C", "F", "F", "Cl", "Cl"],
  "coordinates": [[-0.261, 0.187, -0.028], [-1.253, -0.642, 0.283], [1.346, -1.423, 0.141], [-0.126, 0.757, -1.596], [0.293, 1.122, 1.200]],
  "atomic_forces_ev_per_a": [[0.58, -3.22, 0.47], [1.41, 1.34, -0.91], [-2.06, 2.19, -0.39], [-0.17, -0.59, 0.19], [0.24, 0.29, 0.63]],
  "nbo_charge": [0.4552, -0.2455, -0.6417, 0.2048, 0.2273]
}



{
  "formula": "CCl2N2O2",
  "method": "the ωB97M-V functional and the def2-TZVPD basis",
  "charge": 0,
  "total_energy_ha": -1218.13139,
  "e_homo_ha": -0.345,
  "symbols": ["C", "N", "N", "O", "O", "Cl", "Cl"],
  "coordinates": [[1.839, -0.514, 0.115], [-0.561, 1.281, 0.179], [-1.081, 0.196, -0.043], [-1.322, -0.732, -0.735], [-1.170, 0.422, 1.296], [2.919, -1.664, -0.172], [2.327, 1.157, -0.043]],
  "atomic_forces_ev_per_a": [[-2.39, 2.00, 0.58], [-0.23, 0.52, -1.53], [0.83, -0.21, -0.40], [-0.21, 0.41, -0.11], [-0.86, -0.71, 2.09], [1.98, -0.98, -0.50], [0.87, -1.04, -0.12]],
  "nbo_charge": [-0.1925, 0.0400, 0.5374, -0.3026, -0.2745, 0.1637, 0.0285]
}



{
  "formula": "CCl2N2O2",
  "method": "the ωB97M-V functional and the def2-TZVPD basis",
  "charge": 0,
  "total_energy_ha": -1218.32492,
  "e_homo_ha": -0.415,
  "symbols": ["O", "N", "O", "N", "C", "Cl", "Cl"],
  "coordinates": [[-1.605, 0.238, 1.151], [-1.329, 0.112, -0.005], [-2.109, -0.181, -0.910], [-0.014, 0.565, -0.302], [1.102, 0.032, -0.124], [2.477, 0.965, 0.232], [1.478, -1.730, -0.042]],
  "atomic_forces_ev_per_a": [[0.11, -0.21, 0.48], [-1.11, -0.67, -1.44], [1.89, 0.37, 0.94], [0.38, 0.76, 0.05], [-0.72, -1.80, 0.46], [0.12, 0.24, -0.47], [-0.67, 1.32, -0.03]],
  "nbo_charge": [-0.3169, 0.6324, -0.3413, -0.3413, 0.2350, 0.1210, 0.0112]
}



{
  "formula": "CCl2O3S2",
  "method": "the ωB97M-V functional and the def2-TZVPD basis",
  "charge": 0,
  "total_energy_ha": -1980.58949,
  "e_homo_ha": -0.383,
  "symbols": ["C", "O", "O", "O", "S", "S", "Cl", "Cl"],
  "coordinates": [[-2.735, 0.030, -0.055], [-2.585, -0.613, 0.864], [-2.930, 0.512, -1.076], [-0.134, 0.842, 0.368], [2.630, 0.467, 0.946], [1.035, 0.243, -0.321], [0.670, -1.942, -0.241], [4.049, 0.460, -0.485]],
  "atomic_forces_ev_per_a": [[-0.30, -0.34, -1.57], [0.42, -1.21, 3.01], [-0.20, 1.49, -1.40], [1.71, -0.70, -0.75], [0.47, 0.06, 0.56], [-2.43, -0.45, 0.14], [0.33, 1.23, 0.00], [0.00, -0.07, 0.01]],
  "nbo_charge": [1.0269, -0.5032, -0.5259, -0.8719, 0.1279, 1.1450, -0.2923, -0.1065]
}



{
  "formula": "CCl3F2N",
  "method": "the ωB97M-V functional and the def2-TZVPD basis",
  "charge": 0,
  "total_energy_ha": -1673.04160,
  "e_homo_ha": -0.406,
  "symbols": ["F", "N", "C", "F", "Cl", "Cl", "Cl"],
  "coordinates": [[-1.066, 1.200, -0.824], [-1.552, 0.785, 0.392], [-1.127, -0.314, 0.817], [-1.696, -0.714, 1.954], [-0.054, -1.325, 0.061], [2.453, 0.871, -1.875], [3.041, -0.502, -0.525]],
  "atomic_forces_ev_per_a": [[0.42, -0.63, 0.21], [-0.94, 1.20, 0.34], [-0.87, 0.31, 0.05], [0.71, -0.10, -0.48], [0.45, -0.82, -0.09], [0.12, -0.37, 0.36], [0.10, 0.41, -0.40]],
  "nbo_charge": [-0.2167, -0.0715, 0.4718, -0.2760, 0.0881, 0.0098, -0.0055]
}



{
  "formula": "CCl3F2P",
  "method": "the ωB97M-V functional and the def2-TZVPD basis",
  "charge": 0,
  "total_energy_ha": -1959.74517,
  "e_homo_ha": [-0.313, -0.324],
  "symbols": ["C", "F", "F", "P", "Cl", "Cl", "Cl"],
  "coordinates": [[0.145, 0.784, 0.907], [-0.968, -1.823, -0.914], [0.909, -0.840, -1.898], [-0.596, -0.396, -1.554], [1.556, 1.721, 0.584], [0.406, -0.576, 1.928], [-1.251, 1.725, 1.333]],
  "atomic_forces_ev_per_a": [[-0.66, -0.60, -1.42], [-0.25, 0.88, -0.22], [-0.63, 0.62, -0.07], [1.38, -0.85, 1.67], [0.04, 0.00, -0.02], [0.05, -0.06, 0.03], [0.07, 0.02, 0.03]],
  "nbo_charge": [-0.3602, -0.5799, -0.5811, 1.3602, 0.0578, 0.0642, 0.0390]
}



{
  "formula": "CCl3FO2S",
  "method": "the ωB97M-V functional and the def2-TZVPD basis",
  "charge": 0,
  "total_energy_ha": -2067.03194,
  "e_homo_ha": [-0.363, -0.362],
  "symbols": ["C", "O", "O", "F", "S", "Cl", "Cl", "Cl"],
  "coordinates": [[-0.928, 0.460, -0.214], [0.657, -1.285, 0.946], [2.294, 0.035, -0.945], [-1.258, 1.031, -1.382], [0.259, -1.078, -0.415], [-2.542, -0.495, 0.090], [-0.382, 1.676, 0.873], [2.716, -0.057, 0.590]],
  "atomic_forces_ev_per_a": [[-1.41, -1.19, -1.18], [0.31, -0.62, 1.21], [-2.11, -0.91, 0.69], [0.93, 0.06, -0.27], [-0.12, 1.95, -1.67], [1.28, 0.78, 0.74], [-0.28, -0.61, 0.25], [1.39, 0.55, 0.24]],
  "nbo_charge": [0.1070, -0.7768, -0.6820, -0.3232, 1.2596, -0.0663, 0.1079, 0.3737]
}



Question: What is the formula in the first record?
Answer: CCaNO4S2



Question: What is the formula in the fourth record?
Answer: CCl2N2O2